9
Properties=species:S:1:pos:R:3:forces:R:3:mulliken_charge:R:1 method="wB97M-V/def2-TZVPD" smiles=O.O.O e_above_lowest_kcal_mol=21.1 orbital_gap_ev=11.6625
O -0.019048 0.384605 1.906520 0.33 0.13 -0.60 -0.621
H -0.404469 0.719363 2.713038 -0.13 0.15 0.33 0.299
H 0.467268 1.131530 1.521773 -0.23 -0.31 0.19 0.329
O 1.755503 -0.436292 -1.817693 2.15 -2.39 0.32 -0.657
H 1.391533 -0.704534 -0.922642 0.93 0.13 -1.69 0.323
H 2.556195 -1.096023 -2.078180 -3.08 2.27 1.38 0.334
O -1.939791 -0.160961 -0.777176 -1.29 1.94 -1.16 -0.637
H -2.273953 0.737710 -0.503006 0.75 -1.69 -0.16 0.316
H -1.533235 -0.575402 -0.042634 0.56 -0.23 1.39 0.315